# 1
{"formula": "C22H37N3O3", "method": "wB97M-V/def2-TZVPD", "homo_lumo_gap_ev": 9.685, "de_lowest_ev": 1.913, "homo_energy_ha": -0.3412, "lumo_ev": 0.40, "smiles": "CCC(CC)(CC)C(=O)N1C[C@H]2ON=C(CNC(=O)C3CCCCCC3)[C@@H]2C1", "e_tot_ha": -1250.4590, "species": ["C", "C", "C", "C", "C", "C", "C", "C", "O", "N", "C", "C", "O", "N", "C", "C", "N", "C", "O", "C", "C", "C", "C", "C", "C", "C", "C", "C", "H", "H", "H", "H", "H", "H", "H", "H", "H", "H", "H", "H", "H", "H", "H", "H", "H", "H", "H", "H", "H", "H", "H", "H", "H", "H", "H", "H", "H", "H", "H", "H", "H", "H", "H", "H", "H"], "coordinates": [[-0.79156, 3.20482, -0.03245], [-0.57767, 2.15633, 1.05737], [-1.86764, 1.45789, 1.53703], [-2.90743, 2.50667, 1.98074], [-2.42416, 3.52021, 3.01319], [-2.48714, 0.61219, 0.39405], [-3.53245, -0.40796, 0.83587], [-1.60310, 0.52977, 2.74292], [-2.33373, 0.55604, 3.72270], [-0.57738, -0.37324, 2.72857], [-0.48573, -1.28694, 3.89675], [0.77539, -2.02000, 3.51770], [1.11922, -3.32088, 3.95955], [1.97481, -3.79668, 2.93348], [1.77201, -3.14119, 1.85205], [2.56530, -3.57737, 0.64486], [2.70113, -2.60407, -0.42155], [1.64022, -2.07573, -1.08466], [0.49756, -2.43894, -0.85803], [1.96899, -1.04964, -2.15640], [1.47786, -1.59609, -3.50683], [1.99756, -0.79513, -4.70321], [1.12846, 0.39286, -5.12488], [0.54181, 1.22053, -3.97743], [1.46990, 1.42173, -2.77718], [1.37243, 0.29883, -1.74542], [0.62737, -2.18706, 2.03388], [0.33577, -0.76097, 1.62230], [0.16954, 3.60118, -0.36489], [-1.29017, 2.77895, -0.90510], [-1.39011, 4.04610, 0.31580], [0.11651, 1.41537, 0.66634], [-0.08000, 2.61839, 1.91446], [-3.24532, 3.03423, 1.08473], [-3.77348, 1.98275, 2.38192], [-3.24346, 4.18161, 3.29842], [-2.07192, 3.02248, 3.91505], [-1.61953, 4.14956, 2.62783], [-2.94344, 1.30679, -0.31550], [-1.70131, 0.09595, -0.16243], [-3.96725, -0.90385, -0.03230], [-3.09534, -1.17990, 1.47213], [-4.34038, 0.05996, 1.39806], [-0.43057, -0.71661, 4.82006], [-1.35533, -1.94654, 3.94709], [1.64158, -1.36649, 3.70997], [3.56284, -3.85091, 0.97978], [2.09863, -4.48158, 0.24492], [3.61701, -2.24628, -0.62528], [3.05815, -0.93985, -2.22199], [1.82192, -2.63011, -3.59396], [0.38583, -1.63980, -3.50209], [3.00969, -0.44731, -4.47317], [2.10535, -1.45971, -5.56290], [1.73038, 1.04157, -5.76718], [0.30440, 0.03426, -5.74716], [0.24404, 2.19226, -4.37740], [-0.38015, 0.75341, -3.61737], [2.50530, 1.55283, -3.10990], [1.19648, 2.35037, -2.27120], [0.31733, 0.14268, -1.49919], [1.86537, 0.61793, -0.82092], [-0.28083, -2.77193, 1.83152], [-0.15754, -0.70246, 0.66209], [1.23798, -0.14132, 1.61481]], "forces_ev_per_a": [[-0.006, -0.005, 0.011], [-0.004, -0.011, -0.006], [-0.006, -0.004, 0.018], [0.019, -0.011, 0.008], [-0.006, 0.004, -0.019], [0.007, 0.024, -0.006], [0.014, 0.006, 0.006], [-0.011, -0.026, -0.023], [-0.002, 0.012, -0.016], [0.021, 0.029, 0.011], [-0.014, -0.001, 0.000], [0.026, 0.016, -0.009], [0.012, -0.011, 0.008], [0.015, 0.025, 0.011], [0.270, 0.116, 0.112], [-0.297, -0.205, -0.206], [0.075, 0.314, 0.309], [0.048, -0.221, -0.197], [-0.005, -0.002, -0.002], [-0.027, -0.046, -0.052], [-0.006, 0.037, 0.002], [-0.008, 0.005, 0.018], [0.011, -0.002, 0.001], [-0.003, 0.005, -0.005], [-0.009, 0.020, 0.002], [0.029, -0.011, 0.031], [-0.043, -0.059, -0.038], [-0.044, -0.014, 0.012], [-0.007, 0.002, 0.011], [0.013, -0.002, -0.012], [-0.001, 0.003, 0.000], [0.003, 0.019, 0.000], [-0.005, 0.003, 0.000], [0.003, -0.008, -0.006], [0.001, 0.001, 0.010], [0.002, 0.001, 0.003], [0.002, -0.009, 0.003], [-0.002, 0.000, 0.000], [-0.003, 0.001, 0.005], [-0.001, 0.000, -0.020], [-0.001, 0.003, -0.002], [0.000, -0.002, 0.004], [-0.003, -0.008, 0.000], [0.009, -0.001, 0.000], [-0.003, 0.005, 0.000], [-0.004, -0.002, 0.005], [-0.010, -0.036, 0.003], [-0.043, 0.029, -0.021], [-0.001, 0.024, 0.020], [0.007, -0.001, -0.002], [0.000, 0.000, 0.013], [0.002, -0.006, 0.005], [0.001, 0.002, -0.005], [0.000, -0.001, 0.002], [-0.005, 0.005, 0.000], [0.001, -0.006, 0.000], [-0.005, 0.000, 0.007], [0.000, -0.005, -0.003], [0.002, -0.011, 0.005], [-0.001, -0.004, -0.006], [-0.020, 0.006, -0.017], [-0.005, 0.006, 0.018], [-0.006, 0.009, -0.002], [0.025, 0.009, -0.006], [0.002, -0.010, 0.009]], "nbo_charge": [-0.6134, -0.4063, -0.1116, -0.3986, -0.6146, -0.3939, -0.6099, 0.7153, -0.6404, -0.4549, -0.2232, 0.0815, -0.3648, -0.1005, 0.1967, -0.2590, -0.6116, 0.6967, -0.6477, -0.2896, -0.3999, -0.4018, -0.3942, -0.4076, -0.3965, -0.3870, -0.2577, -0.2185, 0.2097, 0.2040, 0.2097, 0.2073, 0.2106, 0.1967, 0.2287, 0.2124, 0.2243, 0.1911, 0.2077, 0.1992, 0.2141, 0.2044, 0.2132, 0.2248, 0.2102, 0.1628, 0.2357, 0.2270, 0.4014, 0.1893, 0.2129, 0.2186, 0.1907, 0.2147, 0.2019, 0.2039, 0.2127, 0.1967, 0.1953, 0.2140, 0.2084, 0.2028, 0.2294, 0.2351, 0.1913]}

***

# 2
{"formula": "C30H28Cl2N", "method": "wB97M-V/def2-TZVPD", "homo_lumo_gap_ev": 4.423, "charge": 1, "homo_energy_ha": -0.3828, "lumo_ev": -5.99, "e_tot_ha": -2134.8561, "species": ["Cl", "C", "C", "C", "C", "C", "C", "C", "C", "C", "Cl", "C", "C", "C", "C", "H", "H", "H", "H", "H", "H", "H", "H", "H", "C", "C", "C", "C", "C", "C", "C", "C", "C", "C", "C", "C", "C", "C", "C", "N", "C", "C", "H", "H", "H", "H", "H", "H", "H", "H", "H", "H", "H", "H", "H", "H", "H", "H", "H", "H", "H"], "coordinates": [[-4.54117, 1.16148, -3.15740], [-2.92371, 0.60745, -3.13608], [-2.65653, -0.77371, -3.14337], [-1.34206, -1.21276, -3.10678], [-0.23086, -0.30654, -3.06659], [1.07347, -0.88084, -3.04673], [2.37853, -0.31394, -3.12725], [3.48628, -1.22704, -3.18723], [4.80224, -0.79380, -3.23288], [5.07640, 0.58605, -3.23051], [6.69560, 1.13075, -3.26672], [4.02361, 1.51034, -3.19199], [2.70314, 1.07253, -3.14936], [-0.54809, 1.08174, -3.07035], [-1.86642, 1.52691, -3.10524], [-3.48369, -1.47807, -3.18307], [-1.13422, -2.28378, -3.13109], [1.07068, -1.97340, -3.04556], [3.27336, -2.29831, -3.21446], [5.62514, -1.50449, -3.27076], [4.25547, 2.57243, -3.20041], [1.92175, 1.81900, -3.14087], [0.23547, 1.82562, -3.06482], [-2.09419, 2.59014, -3.11453], [-3.77399, -1.90192, 4.34082], [-2.92706, -1.06737, 5.08073], [-1.84587, -0.43527, 4.46187], [-1.59872, -0.64598, 3.10220], [-0.42079, 0.06755, 2.43527], [-0.77749, 1.44490, 1.88993], [0.17601, 2.46952, 1.93872], [-0.15205, 3.75697, 1.50852], [-1.42834, 4.01932, 0.99423], [-2.37350, 2.99090, 0.92475], [-2.05231, 1.70677, 1.37900], [0.20140, -0.78148, 1.31440], [0.67703, -2.17422, 1.80010], [1.86076, -2.48929, 0.88189], [2.45688, -1.10381, 0.55161], [1.35917, -0.20269, 0.73755], [-2.44865, -1.46893, 2.35632], [-3.53869, -2.09443, 2.97710], [-4.62204, -2.39070, 4.82185], [-3.10834, -0.89869, 6.14126], [-1.18296, 0.22901, 5.02437], [0.36868, 0.19011, 3.19778], [1.17105, 2.25274, 2.34088], [0.59060, 4.55158, 1.58689], [-1.68920, 5.02648, 0.66455], [-3.37320, 3.18318, 0.53418], [-2.80133, 0.91298, 1.35535], [-0.56037, -0.91774, 0.51502], [1.01880, -2.08401, 2.84322], [-0.12863, -2.91347, 1.77569], [2.58860, -3.16464, 1.33951], [1.48128, -2.95052, -0.04102], [3.26596, -0.88043, 1.27564], [2.89674, -1.04932, -0.45744], [1.36132, 0.72273, 0.32819], [-2.27701, -1.62110, 1.28522], [-4.19390, -2.72644, 2.37786]], "forces_ev_per_a": [[0.240, -0.061, -0.009], [0.465, -0.492, 0.075], [0.265, 0.090, -0.005], [0.093, 0.150, 0.011], [-0.429, -0.112, 0.099], [-0.058, 0.488, -0.431], [0.532, -0.146, 0.044], [-0.186, 0.180, 0.014], [-0.242, 0.070, -0.026], [-0.459, -0.525, 0.094], [-0.218, -0.048, -0.011], [-0.579, -0.065, -0.008], [0.553, 0.021, -0.002], [-0.599, 0.072, -0.080], [0.579, -0.072, 0.012], [0.207, 0.120, 0.022], [-0.112, 0.260, 0.065], [0.003, 0.196, 0.096], [0.116, 0.302, 0.096], [-0.220, 0.150, -0.004], [-0.108, -0.206, -0.002], [0.344, -0.068, 0.050], [-0.340, -0.067, 0.092], [0.121, -0.215, 0.041], [0.145, 0.143, -0.101], [0.041, 0.009, -0.212], [-0.215, -0.264, -0.153], [0.217, 0.260, -0.343], [0.009, -0.169, 0.081], [-0.125, -0.032, 0.365], [-0.227, 0.133, -0.039], [-0.133, -0.165, -0.148], [0.087, -0.138, 0.062], [0.233, -0.130, 0.027], [0.159, 0.378, -0.162], [-1.028, -0.716, -0.179], [0.126, 0.539, 0.158], [-0.115, 0.068, -0.398], [0.728, -0.301, 0.625], [0.715, 0.842, -0.498], [-0.385, -0.114, 0.403], [0.298, 0.198, -0.008], [0.256, 0.141, -0.114], [0.000, -0.085, -0.238], [-0.252, -0.253, -0.124], [-0.219, 0.045, -0.243], [-0.378, 0.128, -0.078], [-0.236, -0.153, -0.058], [0.074, -0.290, 0.112], [0.242, 0.024, 0.109], [0.193, 0.271, 0.046], [-0.058, -0.039, 0.355], [-0.106, -0.032, -0.236], [0.239, 0.097, -0.021], [-0.110, 0.081, -0.154], [0.128, -0.029, 0.125], [-0.044, -0.118, -0.345], [-0.097, -0.092, 0.202], [-0.129, -0.398, 0.228], [-0.103, 0.027, 0.480], [0.099, 0.112, 0.240]], "nbo_charge": [0.1148, 0.0537, -0.2539, -0.0674, -0.2020, 0.1164, -0.1009, -0.0892, -0.2541, 0.0481, 0.1173, -0.2311, -0.1132, -0.0229, -0.2549, 0.2552, 0.2305, 0.2218, 0.2326, 0.2565, 0.2524, 0.2172, 0.2051, 0.2544, -0.2145, -0.2134, -0.1500, -0.0290, -0.2712, -0.0262, -0.2251, -0.2093, -0.2261, -0.2270, -0.1711, -0.0078, -0.4081, -0.4046, -0.1983, -0.6766, -0.2387, -0.2051, 0.2225, 0.2214, 0.2094, 0.2217, 0.2203, 0.2191, 0.2200, 0.2155, 0.2159, 0.1510, 0.2114, 0.2290, 0.2251, 0.1826, 0.1738, 0.1640, 0.3929, 0.2054, 0.2146]}

***

# 3
{"formula": "C4H8O2Se", "method": "wB97M-V/def2-TZVPD", "homo_lumo_gap_ev": [8.514, 6.253], "de_lowest_ev": 4.761, "homo_energy_ha": [-0.2900, -0.2187], "lumo_ev": [0.62, 0.30], "e_tot_ha": -2708.9335, "species": ["C", "C", "C", "C", "O", "O", "Se", "H", "H", "H", "H", "H", "H", "H", "H"], "coordinates": [[0.81195, 1.43173, -0.18456], [-0.47649, 0.96783, 0.68478], [1.37737, 0.33187, -0.84616], [-1.84704, -1.28011, -0.28433], [1.73376, -0.73731, 0.13053], [-1.18300, -2.24439, 0.28147], [-2.10690, 0.45027, -0.09152], [0.60985, 2.24076, -0.82223], [1.48950, 1.85661, 0.57400], [-0.05635, 0.15386, 1.28811], [-0.63910, 1.82864, 1.41023], [0.95305, -0.07011, -1.79703], [-2.47032, -1.69329, -0.98840], [2.34505, -1.43558, -0.24423], [-0.54137, -1.80078, 0.88933]], "forces_ev_per_a": [[-1.230, 0.474, 2.472], [2.237, 2.060, 1.395], [1.195, -4.350, -0.267], [-0.757, -0.648, -2.180], [0.462, 0.691, -1.897], [2.627, -0.357, 3.152], [-0.863, 2.349, 0.600], [-0.652, 0.919, -1.122], [-0.022, -0.344, -0.075], [-0.398, 0.169, 0.017], [-0.201, -1.128, -0.857], [0.542, 0.349, 0.763], [-1.538, -0.634, -1.760], [-1.207, 1.442, 0.196], [-0.193, -0.993, -0.437]], "nbo_charge": [-0.5167, -0.6415, 0.1463, -0.2185, -0.7748, -0.6394, 0.4314, 0.2285, 0.2248, 0.2182, 0.2362, 0.1645, 0.1648, 0.4945, 0.4816]}

***

# 4
{"formula": "C7H14Br2NO3PS", "method": "wB97M-V/def2-TZVPD", "homo_lumo_gap_ev": 9.220, "homo_energy_ha": -0.3432, "lumo_ev": -0.12, "smiles": "C[C@@H](Br)[C@@H](Br)[C@H]1CS(=O)(=O)OC[C@H]1[PH2]=N", "e_tot_ha": -6442.9412, "species": ["C", "C", "Br", "C", "Br", "C", "C", "S", "O", "O", "O", "C", "C", "P", "N", "H", "H", "H", "H", "H", "H", "H", "H", "H", "H", "H", "H", "H", "H"], "coordinates": [[-0.94053, 2.18245, 1.50946], [-1.47502, 1.30384, 0.23312], [-3.16374, 2.24364, -0.42039], [-0.46816, 1.26269, -1.05716], [0.17688, 3.11218, -1.55323], [0.75353, 0.15086, -0.93807], [2.02272, 0.64251, -0.02293], [2.39147, -0.42101, 1.47207], [3.93818, -0.73605, 1.49976], [2.12858, 0.38386, 2.79733], [1.60745, -1.93368, 1.50205], [0.19209, -1.60363, 1.12747], [0.24019, -1.35809, -0.51599], [-1.38294, -1.91619, -1.35237], [-1.51252, -1.53250, -2.91937], [0.01588, 1.67229, 1.95556], [-1.78439, 2.09560, 2.34847], [-0.82698, 3.32472, 1.27680], [-1.82355, 0.26123, 0.63335], [-1.12974, 0.90653, -1.98468], [1.17622, 0.04120, -2.04973], [1.95464, 1.75844, 0.35505], [3.00039, 0.60637, -0.70751], [-0.49285, -2.52875, 1.35292], [-0.13394, -0.64032, 1.71621], [1.08797, -2.10205, -0.90817], [-2.50763, -1.39098, -0.61225], [-1.40967, -3.38225, -1.26099], [-1.58317, -2.40937, -3.48182]], "forces_ev_per_a": [[-1.044, -0.715, 0.598], [0.721, 1.200, 0.683], [0.962, -0.829, 0.450], [-1.282, -2.068, -0.197], [-0.280, -1.545, 0.477], [0.064, 0.316, -1.085], [0.142, 0.461, -1.746], [7.158, 1.147, 6.314], [-6.055, 0.507, -1.377], [-0.916, -2.765, -5.160], [-1.008, 3.161, -0.838], [-0.360, 0.013, -1.225], [0.880, -0.039, 0.973], [0.277, -0.337, -2.778], [0.242, -1.004, 1.404], [-1.564, 1.219, -0.867], [1.844, 0.184, -1.829], [0.038, -2.429, 0.244], [0.767, 1.972, -1.143], [1.571, 0.838, 1.943], [-1.057, 0.302, 2.489], [-0.144, -2.479, -0.430], [-2.041, -0.285, 1.893], [1.550, 1.823, -0.115], [0.428, -2.027, -1.042], [-1.991, 1.462, 0.774], [0.898, -0.394, 0.172], [0.052, 1.232, 0.842], [0.148, 1.078, 0.575]], "nbo_charge": [-0.6819, -0.2591, -0.0164, -0.2980, 0.0272, -0.2600, -0.6497, 2.0765, -0.8644, -0.8714, -0.6329, -0.1406, -0.5812, 1.2546, -1.3099, 0.2391, 0.2355, 0.2535, 0.2289, 0.2911, 0.2717, 0.3099, 0.3010, 0.2344, 0.2267, 0.2862, -0.0405, -0.0127, 0.3825]}

***

# 5
{"formula": "C3H3F4N", "method": "wB97M-V/def2-TZVPD", "homo_lumo_gap_ev": 10.909, "de_lowest_ev": 0.453, "homo_energy_ha": -0.3745, "lumo_ev": 0.72, "smiles": "NC1C(F)(F)C1(F)F", "e_tot_ha": -570.2813, "species": ["C", "C", "C", "H", "H", "H", "N", "F", "F", "F", "F"], "coordinates": [[-0.59312, -0.29178, -0.85224], [-0.06478, 0.78922, 0.07053], [0.58223, -0.53560, 0.07121], [-2.65209, -0.39033, -0.87307], [-1.90485, -1.85070, -0.82332], [-0.32299, -0.15257, -1.88319], [-1.82634, -0.90302, -0.49753], [-0.80889, 1.16924, 1.11668], [0.57497, 1.82860, -0.48375], [1.80478, -0.65141, -0.48634], [0.44228, -1.35269, 1.11178]], "forces_ev_per_a": [[-0.292, -0.146, 0.294], [-0.290, 0.199, 0.141], [0.375, -0.093, -0.161], [1.074, -0.433, 0.488], [0.186, -0.277, -0.053], [0.259, 0.100, -0.453], [-1.321, 0.696, -0.329], [0.186, 0.012, -0.165], [-0.017, 0.019, 0.071], [-0.211, -0.044, 0.136], [0.051, -0.033, 0.031]], "nbo_charge": [-0.1838, 0.6176, 0.6191, 0.3750, 0.3735, 0.2085, -0.8159, -0.2942, -0.3027, -0.3069, -0.2902]}

***

# 6
{"formula": "C2H7O2", "method": "wB97M-V/def2-TZVPD", "homo_lumo_gap_ev": 7.166, "de_lowest_ev": 0.574, "charge": -1, "homo_energy_ha": -0.0917, "lumo_ev": 4.67, "e_tot_ha": -230.8636, "species": ["C", "O", "C", "H", "H", "H", "H", "H", "H", "H", "O"], "coordinates": [[-0.92467, -0.12399, -0.72822], [0.23354, 0.57930, -0.95023], [-1.62755, -0.07504, 0.62296], [-1.62855, 0.16619, -1.57848], [-0.61782, -1.16485, -0.87181], [-2.25299, -0.96076, 0.68388], [-0.93133, -0.05157, 1.44663], [-2.31126, 0.79080, 0.56658], [1.31448, 0.05014, 0.36451], [2.54443, -0.98796, 0.44971], [2.16601, -0.16028, 0.89655]], "forces_ev_per_a": [[1.432, 0.085, -1.883], [0.033, 0.499, 1.435], [-0.913, 0.805, -1.013], [-0.201, -0.600, 0.873], [-0.617, -0.979, -0.219], [-0.224, -0.270, 0.255], [0.195, 0.205, 0.285], [0.348, -0.062, 0.751], [0.771, 0.224, -0.458], [-1.039, 1.972, 0.883], [0.216, -1.880, -0.907]], "nbo_charge": [-0.0343, -0.9639, -0.6513, 0.0859, 0.0821, 0.1729, 0.2020, 0.1781, 0.5168, 0.4402, -1.0285]}